No. 1
Molecular formula: C17H25N5O3
Method: DFT, the ωB97M-V functional and the def2-TZVPD basis

SMILES: CCOc1cc(CNc2ncn[nH]2)ccc1OCC(=O)NC(C)(C)C
total energy: -31627.92040 eV
gap between HOMO and LUMO: 8.5577 eV
energy relative to the best compared isomer or geometry (same formula, charge and spin): 57.9 kcal/mol
LUMO energy: 0.644 eV

Structure (ORCA input):
```
! RIJCOSX wB97M-V def2-TZVPD def2/J DEFGRID3
* xyz 0 1
C -2.67964 5.26286 -0.74508
C 0.48389 0.52077 -1.64405
H -4.81893 3.59849 -1.35043
H 0.41819 -3.47698 2.89447
C 1.46624 -2.29767 1.44058
O -1.00812 0.72906 2.84998
H 0.60180 0.90809 -2.65201
C 1.30430 1.35638 -0.66684
H -1.13165 3.36100 -2.01712
C -1.84628 2.05878 0.95764
H -2.27946 2.02633 -1.86736
H -1.00119 -1.59232 3.63453
H 1.19205 2.42090 -0.89323
N 1.76871 -2.84484 -3.63125
H 0.79804 -0.51851 -1.63599
H -4.66176 3.76519 0.40295
C -2.77403 3.73996 -0.66086
C 1.56690 -1.04010 0.86335
C 1.95905 -3.34151 -1.48613
C -1.14739 2.02178 2.32698
H -3.24090 5.62253 -1.60296
H -1.65653 4.06840 1.09906
H 0.46294 -4.18764 -2.77647
N -2.00350 3.32427 0.51554
H 2.38956 -4.23252 1.63591
H -4.28063 2.22569 -0.37634
C 0.75250 0.01721 1.24694
H 2.30973 -0.89552 0.09517
C -0.27084 -1.45735 2.85264
C -2.18409 3.10577 -1.92097
H 0.81146 -4.36554 -0.20026
N 1.74188 -3.98629 -0.31310
O 0.84733 1.26208 0.67238
C 2.75795 -2.21054 -3.06359
N 2.92085 -2.47509 -1.74873
H -3.09216 5.72483 0.15000
H 3.39025 -1.52896 -3.59398
C 2.31244 -3.42316 0.90614
H -1.78515 2.53966 3.05274
O -2.21928 1.06493 0.37664
H 2.37028 1.10346 -0.73234
N 1.24423 -3.57461 -2.61639
C -0.17952 -0.19165 2.27907
H -2.71406 3.46154 -2.80032
H 3.30975 -3.06814 0.64338
H -1.64367 5.57599 -0.85771
H -0.18255 2.53772 2.26154
C -4.23188 3.30545 -0.48454
H -0.56477 0.56290 -1.36072
C 0.52485 -2.50467 2.43637
*
```


No. 2
Molecular formula: C17H25NO2
Method: DFT, the ωB97M-V functional and the def2-TZVPD basis

SMILES: CCCCCCCNC1=CC(=O)C[C@@H](c2ccco2)C1
total energy: -23619.57195 eV
gap between HOMO and LUMO: 8.6556 eV
energy relative to the best compared isomer or geometry (same formula, charge and spin): 38.9 kcal/mol
LUMO energy: 0.659 eV

Structure (ORCA input):
```
! RIJCOSX wB97M-V def2-TZVPD def2/J DEFGRID3
* xyz 0 1
H 2.92753 -3.89150 1.46593
O 2.71487 -2.09524 -1.24162
O 4.70773 1.22468 2.31033
C -5.46650 -2.22106 0.88629
C 2.67851 0.88531 -1.30655
H 0.25228 2.53966 -1.90671
C 4.10075 1.12954 1.25604
C -1.57840 2.03139 -0.88002
H -1.66878 0.55278 0.68889
H 0.28626 1.97154 0.76929
C 3.90813 0.01704 -1.00148
H 5.17207 1.68126 -0.49415
H -5.30402 0.42196 1.41041
H -5.24483 -0.84602 -0.75077
C -4.36503 0.04534 0.99741
H -0.10111 0.80159 -1.83974
H 1.83383 -3.95417 -1.03010
H -3.74245 -1.61430 -0.23324
C 2.98654 -3.15083 0.69515
H -3.73762 -0.26426 1.83646
H -1.60422 2.90645 -0.22544
H 2.98705 1.77487 -1.86541
C -4.67259 -1.16822 0.12243
C -0.13216 1.73377 -1.26467
H -4.26829 1.44087 -0.63836
N 0.68369 1.60236 -0.08138
H -3.64825 2.06403 0.88902
C 2.42966 -3.20896 -0.54145
H -5.67409 -3.07961 0.25190
C -2.25004 0.84623 -0.18777
C 2.69669 1.39932 1.12779
H 1.98787 0.31991 -1.93331
H 2.18593 1.69660 2.03331
H -2.26237 -0.00080 -0.87507
C -3.67617 1.18276 0.24291
H 5.70114 0.15563 0.21659
H -6.41399 -1.81129 1.22968
C 4.82341 0.75303 -0.03212
C 2.00513 1.31348 -0.03804
H 4.43791 -0.17147 -1.94428
H -2.13518 2.28222 -1.78480
C 3.66452 -1.90708 0.76068
H 4.21315 -1.52375 1.59532
H -4.90783 -2.56332 1.75471
C 3.46926 -1.30178 -0.44406
*
```


No. 3
Molecular formula: C17H25NPd
Method: DFT, the ωB97M-V functional and the def2-TZVPD basis

total energy: -22997.66477 eV
gap between HOMO and LUMO (alpha / beta): 7.8549 / 7.1623 eV
energy relative to the best compared isomer or geometry (same formula, charge and spin): 43.2 kcal/mol
LUMO energy (alpha / beta): 0.818 / -0.723 eV

Structure (ORCA input):
```
! RIJCOSX wB97M-V def2-TZVPD def2/J DEFGRID3
* xyz 0 3
C 2.74386 -1.81164 0.45929
H -1.19422 0.75760 -3.28689
C 0.91760 1.42384 -1.87886
C -1.31138 -1.64068 -2.38420
H -2.36689 2.51984 -2.06145
H 2.52090 -2.22864 -0.52981
C -1.58728 1.77386 3.33271
H 1.93750 1.81901 -1.95018
H -0.01847 -0.64930 -3.85200
H -1.09816 1.37459 5.40623
C 0.45364 -2.18966 1.14203
N 1.53101 -1.19298 1.01724
C 0.34332 0.52132 4.04555
H 0.74757 -1.91226 -2.92565
Pd 0.73013 0.55386 -0.23832
H 2.75383 0.03527 2.19542
H -0.19441 2.75526 -3.16146
H 3.09615 -2.61541 1.12533
H -2.99076 -0.66888 -1.32263
H 0.28623 -2.64938 0.15894
C 1.83283 -0.55186 2.33191
H 0.98523 0.08582 4.81334
H -2.50066 2.32102 3.56623
H -1.61832 1.91098 -0.54361
H -1.20336 -2.13316 -1.40853
H 1.94466 -0.38719 -2.00429
H -1.60445 -2.41277 -3.10749
C -2.46392 -0.55458 -2.28497
C 0.89715 -0.04162 -1.99829
H 3.52140 -1.04377 0.37173
H -3.22539 -0.66551 -3.05179
C -1.49636 0.60610 -2.23283
C -1.54687 1.92849 -1.63718
C 0.67777 0.31765 2.69698
C -0.05113 0.90616 1.68812
H 0.12371 3.38575 -1.53771
C -0.81135 1.23715 4.36132
C 0.08165 -1.04568 -2.83093
H -0.47444 -1.71506 1.47762
H 2.02605 -1.32591 3.09055
C -1.19842 1.62306 1.98428
H 0.74686 -2.97423 1.85982
H -1.79924 2.07266 1.20175
C -0.14355 2.48087 -2.09728
*
```


No. 4
Molecular formula: C17H26N2O3S
Method: DFT, the ωB97M-V functional and the def2-TZVPD basis

SMILES: CCS(=O)(=O)N1CCC[C@H](C(=O)NCCc2ccc(C)cc2)C1
total energy: -38009.92329 eV
gap between HOMO and LUMO: 9.6717 eV
energy relative to the best compared isomer or geometry (same formula, charge and spin): 13.7 kcal/mol
LUMO energy: 0.716 eV

Structure (ORCA input):
```
! RIJCOSX wB97M-V def2-TZVPD def2/J DEFGRID3
* xyz 0 1
H 4.37770 0.93018 -1.73951
H -4.80175 -3.41354 -0.82569
C -4.07326 -0.73827 -1.06574
H -4.22568 1.32508 -1.58591
C 2.45539 -1.67207 0.06914
H 0.45918 0.54718 1.51012
H 1.12564 -1.95416 1.72621
C -0.53967 1.35246 -0.24493
N -1.13978 2.23236 0.58470
C 1.84649 0.66258 -0.13082
C 0.44219 0.40058 0.42748
H -3.30895 -1.92326 1.99435
H -2.07181 4.09358 0.45076
C -3.45774 0.14241 1.47118
C 1.08146 -2.02001 0.63845
N 2.76633 -0.30531 0.40747
C -3.50996 -1.21471 1.20248
H -3.69355 -3.73406 0.51470
C -3.81166 -1.67434 -0.07107
C -3.71345 1.07405 0.47618
H 3.23785 -2.29141 0.50836
H 1.79617 0.60951 -1.22912
H 6.99292 -0.11806 -0.55432
C 0.03626 -1.04303 0.10739
H 6.88268 0.67121 -2.13881
H -2.26809 2.98783 -0.93470
C -3.57303 2.54638 0.74495
C -3.84535 -3.13964 -0.38286
C 4.98803 0.20201 -1.21374
H 4.85551 -0.79085 -1.63324
H -3.21705 0.47668 2.47152
H -4.31127 -1.07850 -2.06314
O -0.73613 1.33190 -1.44252
S 4.36078 0.13251 0.49947
O 4.40550 1.45616 1.04678
H -0.98716 2.15565 1.57784
H 2.20943 1.64693 0.16812
H -4.39382 3.10208 0.28902
H -0.05471 -1.13952 -0.97661
H 2.44661 -1.81400 -1.02341
O 5.05121 -0.91797 1.18754
H -3.58745 2.73189 1.82135
H -0.94158 -1.25499 0.54425
C -4.02564 0.61481 -0.79744
H 6.52223 1.57767 -0.65778
C 6.44206 0.60934 -1.14558
H 0.81775 -3.04162 0.36247
C -2.24718 3.05491 0.15476
H -3.06364 -3.38862 -1.10008
*
```


No. 5
Molecular formula: C17H26N2O3S2
Method: DFT, the ωB97M-V functional and the def2-TZVPD basis

SMILES: O=C(Cc1ccc(S(=O)(=O)N2CCCC2)s1)NC1CCCCCC1
total energy: -48844.27496 eV
gap between HOMO and LUMO: 9.4489 eV
energy relative to the best compared isomer or geometry (same formula, charge and spin): 7.4 kcal/mol
LUMO energy: 0.366 eV

Structure (ORCA input):
```
! RIJCOSX wB97M-V def2-TZVPD def2/J DEFGRID3
* xyz 0 1
C -1.03125 0.99592 -0.55981
H -0.51170 1.66533 -1.24982
H 5.32896 -1.02989 0.20021
H 5.18824 -0.71497 -1.54931
C -3.39253 2.56626 0.88177
H -3.39464 0.72913 1.99148
O 3.80483 -1.92629 1.59874
H -2.26483 -1.02377 1.16614
H -2.37046 0.04768 -1.94062
H -0.47562 0.05451 -0.55069
H 4.23899 1.79254 -2.19212
C 1.30753 -2.69754 -0.69523
H -3.91919 3.16342 1.62947
N 3.42771 -0.51281 -0.46287
C 4.87479 -0.38856 -0.55218
O -3.76032 -2.43661 -1.20027
C -3.82143 1.11056 1.06239
H -1.57245 3.59573 0.34119
H -1.69041 3.19481 2.04721
C -0.98842 1.59144 0.84557
H 2.13124 1.08338 -0.16311
H -2.84702 1.67928 -1.51001
H -2.44290 -4.30341 -0.11714
C -3.06850 -2.25475 -0.22494
C -0.78046 -3.02558 0.25153
H 6.11771 1.40804 -0.72468
S 2.84167 -1.04449 1.01202
C 0.03009 -3.28470 -0.81489
C 5.14169 1.10159 -0.35510
C 3.98478 1.72891 -1.13351
N -2.94937 -1.08618 0.42688
O 2.31579 0.02490 1.81683
C -2.43907 0.75299 -1.10901
H -2.48237 -3.47565 1.46079
H -0.28096 -3.86884 -1.66185
C 1.45236 -1.99109 0.45684
H -1.25043 0.83075 1.58091
H 3.72979 2.72380 -0.77573
C -3.44375 0.17207 -0.10173
H -3.73646 2.91853 -0.09081
H 0.04309 1.87775 1.06561
C 2.82920 0.73480 -0.92638
C -2.21599 -3.37613 0.40871
H -4.90583 1.08856 1.18576
C -1.88046 2.81615 1.04056
S 0.04423 -2.04509 1.43554
H 2.27673 0.54776 -1.85124
H -4.34536 -0.08267 -0.67048
H 5.06319 1.34778 0.70456
H 2.08958 -2.77534 -1.42720
*
```


- What is the energy relative to the best compared isomer or geometry (same formula, charge and spin) in the fourth record?
  13.7 kcal/mol